8 unconnected molecules or ions with the total composition C38H62O22. Source: the OMol25 dataset; level of theory: the ωB97M-V functional and the def2-TZVPD basis.

```
122
Properties=species:S:1:pos:R:3:mulliken_charge:R:1
C 5.04983 -1.26387 1.98448 -0.94
O 4.00767 -2.18578 1.84051 0.09
C 4.43633 -3.42118 1.32528 -0.35
C 5.26113 -4.34637 2.28305 -0.66
O 4.38089 -4.76190 3.46095 -0.42
C 4.18430 -3.78325 4.45061 -0.59
H 5.60502 -1.03415 1.07504 0.35
H 5.76951 -1.49493 2.76983 0.32
H 4.43375 -0.36718 2.05149 0.18
H 4.84129 -3.32331 0.31804 0.48
H 3.47314 -3.84495 1.04105 0.11
H 6.17573 -3.84893 2.60578 0.35
H 5.58946 -5.23350 1.74146 0.36
H 4.99692 -3.10670 4.71523 0.31
H 3.76486 -4.10982 5.40220 0.32
H 3.31002 -3.21609 4.13112 0.09
C -5.61133 0.59810 1.23979 -0.30
O -6.64511 -0.13741 0.55950 -0.48
C -7.00324 0.29297 -0.80853 -0.68
C -5.80888 0.18606 -1.82135 0.83
O -6.25124 0.90581 -2.98124 -0.44
C -5.38404 0.86380 -4.09478 -0.22
H -4.68178 0.38645 0.71136 -0.02
H -5.49638 0.26656 2.27177 0.28
H -5.56320 1.67190 1.05886 0.35
H -7.41360 1.30188 -0.76596 0.34
H -7.89193 -0.29555 -1.03648 0.31
H -5.62471 -0.87590 -1.98388 0.28
H -4.86403 0.62308 -1.49830 -0.61
H -4.37623 1.05637 -3.72692 -0.11
H -5.63263 1.71546 -4.72799 0.32
H -5.43753 -0.10466 -4.59211 0.28
C -2.38002 2.47183 -1.24306 -0.98
O -2.73794 1.48610 -0.26090 0.18
C -1.95058 0.30341 -0.37405 -0.85
C -0.40638 0.45992 -0.41185 0.17
O 0.22555 -0.83734 -0.53188 0.10
C 1.69475 -0.81724 -0.43206 -0.56
H -3.26101 3.07516 -1.46204 0.40
H -2.23129 1.87146 -2.14058 0.02
H -1.41734 2.95055 -1.06365 0.37
H -2.18890 -0.32963 -1.22879 0.38
H -2.08932 -0.28776 0.53114 0.46
H -0.13490 0.97765 0.50812 0.09
H -0.05454 1.01756 -1.27979 -0.44
H 2.19894 -0.47903 0.47321 0.15
H 2.08688 -0.12867 -1.18052 0.43
H 2.06951 -1.81480 -0.66124 0.04
C -0.41256 -5.38960 2.61492 -0.71
O -0.32517 -4.07468 3.13934 -0.49
C 0.57970 -3.12474 2.58107 0.84
C 0.59866 -1.85132 3.37451 -0.40
O 0.93197 -2.04708 4.77614 -0.49
C 0.95168 -0.79890 5.48229 -0.56
H 0.54078 -5.87319 2.40186 0.28
H -0.88664 -5.28661 1.63884 0.26
H -1.05965 -6.12535 3.09246 0.30
H 0.27240 -2.84353 1.57380 -0.28
H 1.55171 -3.60878 2.48614 -0.13
H -0.36097 -1.38729 3.14673 0.48
H 1.42315 -1.24502 2.99942 0.22
H 1.03927 -1.04007 6.54166 0.31
H 0.07826 -0.14795 5.44340 0.09
H 1.78507 -0.18768 5.13595 0.27
C 2.82160 2.55206 0.30068 -0.52
O 3.64603 3.68592 0.24890 -0.38
C 4.80859 3.67685 1.12608 -0.47
C 5.59008 5.00471 1.12771 -0.68
O 6.26440 5.14752 -0.16172 -0.27
C 7.18381 6.22081 -0.15174 -0.76
H 2.07487 2.56740 -0.49321 0.13
H 2.34736 2.46398 1.27815 0.34
H 3.40871 1.69401 -0.02666 0.32
H 5.48154 2.85950 0.86687 0.30
H 4.46287 3.60851 2.15753 0.37
H 6.18447 4.98597 2.04119 0.40
H 4.94698 5.86454 1.31533 0.36
H 7.84234 6.13869 0.71296 0.31
H 6.82732 7.22415 0.08134 0.31
H 7.70779 6.22455 -1.10753 0.25
C -1.62749 3.06443 -5.11364 -0.67
C -0.50826 2.86176 -4.36853 0.20
C 0.07538 1.49442 -4.29068 0.90
O 1.09148 1.30690 -3.64918 -0.60
C -0.79415 0.38875 -4.74434 -0.76
C -1.89935 0.65334 -5.51196 0.44
C -2.36582 2.01898 -5.87762 0.41
O -3.16726 2.29251 -6.75152 -0.61
O -2.79575 -0.31654 -5.86888 -0.55
O 0.15669 3.85275 -3.59215 -0.60
H -2.08806 4.03740 -5.20084 0.42
H -0.71052 -0.65528 -4.48092 0.67
H -3.50631 0.03158 -6.41249 0.39
H 1.07645 3.58635 -3.52381 0.35
C -4.80712 3.17230 4.25210 -0.79
C -3.98949 2.12410 4.46920 0.38
C -2.65967 1.76427 3.85071 0.70
O -1.86686 0.80214 4.05491 -0.51
C -2.40327 2.76591 2.73624 -0.29
C -3.21599 3.84860 2.49651 0.22
C -4.45009 4.17784 3.24643 0.61
O -5.24921 5.11951 3.06382 -0.65
O -2.93973 4.55121 1.35976 -0.48
O -4.31538 1.23686 5.42743 -0.58
H -5.63834 3.34921 4.91856 0.45
H -1.59327 2.57822 2.04698 0.24
H -3.61498 5.22822 1.27437 0.32
H -3.72140 0.49714 5.28050 0.34
C 1.85444 -4.78585 -3.57236 -1.27
C 1.37031 -4.81186 -4.82357 0.59
C -0.02134 -4.35448 -5.14345 0.64
O -0.57091 -4.41688 -6.21821 -0.77
C -0.74295 -3.93706 -3.98524 -0.81
C -0.19945 -3.74329 -2.78362 0.71
C 1.22657 -4.11324 -2.45265 0.62
O 1.69338 -4.11416 -1.30702 -0.70
O -0.88789 -3.32663 -1.66459 -0.64
O 2.04780 -5.26335 -5.93298 -0.61
H 2.86556 -5.15359 -3.47855 0.35
H -1.73059 -3.51439 -4.09626 0.37
H -0.32098 -3.28161 -0.89116 0.20
H 1.61975 -4.93644 -6.72765 0.31
```

Values from the calculation:
Total charge ... -1
2S+1 ... 2
Kohn-Sham gap (spin up / spin down) ... 1.9 / 4.4 eV
Largest force on an atom ... 0.0865 hartree/bohr
E_HOMO (spin up / spin down) ... -2.565 / -5.011 eV
LUMO energy (spin up / spin down) ... -0.6 / -0.6 eV

A molecular structure, C38H63BN11PS4V. Source: the OMol25 dataset; level of theory: the ωB97M-V functional and the def2-TZVPD basis.

```
119
Properties=species:S:1:pos:R:3:mulliken_charge:R:1
V 0.00630 -0.12060 0.00010 0.29
C -0.78370 1.30720 -4.94930 -1.95
C -0.55360 2.25500 -3.82720 0.02
C -0.58170 3.61840 -3.99150 -0.43
C -0.40330 4.46350 -2.87570 -0.49
N -0.24800 3.95260 -1.67100 0.04
N -0.19890 2.65150 -1.48450 0.15
B 0.08860 2.11950 -0.03260 1.90
N -0.96250 2.59130 1.02900 0.47
N -1.51240 3.77530 0.93420 -0.35
C -2.34250 4.21220 1.86190 -0.41
C -2.68820 3.41140 2.96740 -0.60
C -2.15170 2.15260 3.08070 0.19
C -2.50290 1.23650 4.19510 -2.02
C -1.24510 1.76740 2.06340 0.87
S -0.48770 0.23730 2.12510 -0.59
C -2.90470 5.59570 1.67480 2.44
C -3.89110 6.00010 2.76840 -2.39
C -1.72660 6.57620 1.69880 -0.74
C -3.60830 5.61730 0.31290 -1.46
N 1.51910 2.61290 0.38260 0.35
N 1.67370 3.90980 0.60550 -0.35
C 2.86550 4.40060 0.86000 0.13
C 4.00010 3.55390 0.89520 -0.57
C 3.86020 2.20770 0.68620 0.49
C 5.00580 1.26640 0.72430 -1.80
C 2.54020 1.74240 0.42920 0.65
S 2.24420 0.07930 0.19100 -0.82
C 3.05620 5.87980 1.08840 2.20
C 1.72880 6.62880 1.10660 -1.57
C 3.76010 6.09560 2.43660 -1.88
C 3.93670 6.43410 -0.04460 -1.61
C -0.30010 1.78440 -2.51240 0.62
S -0.03410 0.11900 -2.23010 -0.58
C -0.28370 5.96020 -3.04510 2.50
C -0.78480 6.47680 -4.39670 -2.24
C 1.22470 6.23170 -2.92940 -1.31
C -1.04630 6.67990 -1.93510 -1.46
H -0.51950 1.76330 -5.89860 0.52
H -1.83970 1.03510 -4.99630 0.29
H -0.20280 0.39560 -4.81850 0.44
H -0.74200 4.04460 -4.96770 0.70
H -3.38120 3.77300 3.70720 0.74
H -3.40470 1.57430 4.70060 0.46
H -1.69940 1.20820 4.93180 0.39
H -2.64010 0.21540 3.84340 0.40
H -3.41640 6.01770 3.74700 0.52
H -4.76100 5.34770 2.79510 0.49
H -4.23720 7.00740 2.56000 0.42
H -1.30670 6.63400 2.69970 0.42
H -2.07050 7.56570 1.41800 0.49
H -0.95500 6.25030 1.01290 -0.56
H -4.50680 5.00660 0.34360 0.41
H -2.94690 5.23450 -0.45760 0.07
H -3.89430 6.63450 0.07010 0.46
H 4.97660 3.96120 1.09700 0.45
H 5.94140 1.79940 0.86490 0.42
H 5.06230 0.69140 -0.19960 0.40
H 4.88330 0.55830 1.54380 0.39
H 1.12850 6.31190 1.95280 0.38
H 1.17790 6.45810 0.18850 -0.17
H 1.91970 7.69370 1.20340 0.69
H 3.21130 5.61590 3.24340 0.40
H 3.80210 7.16010 2.64480 0.50
H 4.77970 5.72260 2.43680 0.39
H 3.50520 6.22150 -1.01910 0.25
H 4.94450 6.02990 -0.01830 0.41
H 4.01200 7.51200 0.06090 0.50
H -0.13440 6.18690 -5.21830 0.45
H -0.78550 7.56280 -4.36490 0.42
H -1.80440 6.15660 -4.60440 0.49
H 1.77320 5.70050 -3.70530 0.48
H 1.58200 5.90740 -1.95620 -0.20
H 1.40740 7.29400 -3.05050 0.48
H -2.11630 6.58370 -2.09620 0.44
H -0.79740 7.73520 -1.94540 0.55
H -0.78900 6.25800 -0.97350 -0.17
C -5.58300 -0.39350 -1.64850 -0.97
N -4.48350 -0.84040 -2.48050 0.28
C -4.34500 -2.28210 -2.38140 -1.06
N -4.12130 -2.69100 -1.00350 0.28
C -5.21270 -2.21610 -0.16970 -0.94
N -5.33050 -0.77380 -0.27320 0.27
C -4.25910 -0.05530 0.33940 -1.27
P -2.57950 -0.42310 -0.49130 2.03
C -3.26020 -0.13910 -2.24380 -1.53
C -2.83520 -2.29380 -0.51770 -0.82
H -6.49930 -0.87820 -1.99260 0.30
H -5.69090 0.68890 -1.72610 0.37
H -3.50490 -2.61160 -2.99700 0.32
H -5.25920 -2.75150 -2.75280 0.30
H -5.03300 -2.50690 0.86740 0.35
H -6.14420 -2.67380 -0.51180 0.30
H -4.19740 -0.33070 1.39910 0.45
H -4.44930 1.02160 0.26410 0.48
H -2.51110 -0.48120 -2.96730 0.60
H -3.41500 0.93850 -2.38900 0.38
H -2.69240 -2.68120 0.49860 0.55
H -2.06310 -2.71780 -1.16620 -0.26
C 0.21840 -4.07750 -2.35270 -1.05
N -0.03610 -4.74130 -1.09280 0.14
C -0.73640 -6.00070 -1.24670 -1.28
C 0.23520 -4.16640 0.07580 0.69
S 0.45950 -2.44260 0.11820 -0.47
N 0.37800 -4.82950 1.21950 0.08
C 0.40480 -4.13630 2.49080 -1.19
C 0.79630 -6.21800 1.29740 -1.21
H 0.72900 -4.77650 -3.01560 0.42
H 0.84980 -3.20050 -2.22090 0.34
H -0.71900 -3.78320 -2.83080 0.26
H -1.51770 -5.85530 -1.99490 0.41
H -1.20670 -6.30840 -0.31710 0.41
H -0.07380 -6.78830 -1.60780 0.40
H -0.17340 -3.21260 2.44380 0.37
H 1.43120 -3.89700 2.78260 0.39
H -0.02750 -4.78180 3.25370 0.41
H 1.20210 -6.55680 0.34800 0.43
H -0.02450 -6.86860 1.60180 0.38
H 1.57680 -6.29800 2.05510 0.41
```

Values from the calculation:
Total charge ... +3
Kohn-Sham gap (spin up / spin down) ... 5.4 / 5.4 eV
Largest force on an atom ... 0.0451 hartree/bohr
Relative energy (zero: lowest compared OMol25 entry of this formula, charge and spin) ... 0.0 kcal/mol
E_HOMO (spin up / spin down) ... -14.983 / -14.983 eV
LUMO energy (spin up / spin down) ... -9.6 / -9.6 eV

A molecular structure, C38H64Ge2N2PtSi4Te. Source: the OMol25 dataset; level of theory: the ωB97M-V functional and the def2-TZVPD basis.

```
112
Properties=species:S:1:pos:R:3:mulliken_charge:R:1
Pt 1.02263 1.68002 -2.06428 0.55
C -0.10343 3.22023 2.72279 -1.37
C 0.67988 3.15285 1.41011 -0.11
Ge -0.09254 1.81879 0.20303 -0.26
C -1.89313 2.39605 -0.36529 -0.35
C -3.03244 1.67388 0.33373 -0.84
C 0.17052 -0.14602 -2.47167 -0.47
C 0.61246 -1.32548 -2.74187 -0.93
Ge 2.80274 0.21341 -1.23033 0.40
C 3.65639 0.59288 0.52821 0.54
C 4.12011 -0.71745 1.16934 -1.31
C 4.23538 0.28557 -2.60858 -0.66
C 4.95248 -1.05719 -2.76046 -0.92
C 1.38256 -2.46668 -2.88132 0.96
C 1.76654 -3.22444 -1.74176 0.19
C 2.54930 -4.34972 -1.87879 -1.13
C 2.97433 -4.77429 -3.13710 -0.56
C 2.59616 -4.04960 -4.26856 -0.55
C 1.81524 -2.92209 -4.15547 -0.72
H 0.31870 3.97602 3.38783 0.47
H -0.08662 2.26307 3.24788 0.24
H -1.15023 3.48539 2.55092 0.24
H 1.73255 2.92309 1.58048 0.20
H 0.64459 4.10634 0.87888 0.43
H -1.95628 2.28167 -1.44958 -0.01
H -1.93098 3.47073 -0.16335 0.72
H -2.97487 0.59761 0.17531 -0.21
H -4.00336 2.01721 -0.03303 0.50
H -3.00145 1.84560 1.41086 0.10
H -0.92342 -0.03860 -2.50060 0.62
H 2.93721 1.10481 1.17021 -0.16
H 4.50014 1.26998 0.37588 0.46
H 3.28249 -1.40077 1.32113 0.17
H 4.58104 -0.53589 2.14302 0.40
H 4.85542 -1.23250 0.54835 0.34
H 4.93493 1.06653 -2.29439 0.53
H 3.79329 0.60075 -3.55486 0.36
H 5.36581 -1.40248 -1.81097 0.22
H 5.78187 -0.97772 -3.46726 0.41
H 4.27599 -1.83200 -3.12158 0.10
H 1.44464 -2.88424 -0.76440 1.04
H 2.83909 -4.90575 -0.99546 0.45
H 3.58903 -5.65869 -3.23593 0.40
H 2.92120 -4.37456 -5.24914 0.40
H 1.52403 -2.36242 -5.03509 0.47
C 4.50773 5.67359 0.25874 -0.65
C 3.36098 6.38953 -0.07169 -0.58
C 2.32795 5.79693 -0.77512 -0.34
C 2.42584 4.45289 -1.15276 -0.86
C 3.58560 3.74777 -0.84409 0.62
C 4.61470 4.34860 -0.14070 -0.75
N 1.40028 3.78293 -1.83466 0.61
N 0.44689 4.58026 -2.31102 -0.87
C -0.43616 3.98172 -3.16588 0.30
C -1.73243 4.53844 -3.23165 -0.29
C -2.72409 3.93905 -3.96240 -0.48
C -2.47596 2.75336 -4.68136 -0.84
C -1.21144 2.22786 -4.69084 -0.59
C -0.14636 2.84910 -3.99819 0.62
H 5.30988 6.14600 0.80978 0.39
H 3.26927 7.42679 0.22543 0.39
H 1.43567 6.34975 -1.02828 0.40
H 3.67642 2.72615 -1.18982 -0.11
H 5.50847 3.78111 0.08806 0.40
H -1.92742 5.42770 -2.64675 0.48
H -3.71638 4.37256 -3.96903 0.38
H -3.27144 2.27404 -5.23544 0.43
H -0.99521 1.33420 -5.26470 0.35
C 0.83214 -3.77450 2.73869 -0.62
Si -0.75887 -3.17301 3.53875 0.15
C -1.78524 -4.68939 3.95898 -1.03
C -0.29983 -2.24546 5.10148 -1.05
Si -1.94551 -1.73550 2.08918 0.40
Te 0.13149 -0.49118 1.32175 -0.37
Si -3.59593 -0.66452 3.37661 0.73
C -2.87623 0.80635 4.29152 -0.88
C -4.19448 -1.93396 4.62727 -1.16
C -5.12116 -0.17719 2.39778 -0.95
Si -2.87526 -3.03002 0.36506 0.36
C -1.64671 -4.30947 -0.22351 -0.70
C -3.40368 -1.99707 -1.10558 -0.59
C -4.38053 -3.92107 1.05670 -1.03
H 1.34431 -4.45616 3.42329 0.43
H 1.50834 -2.94576 2.52454 0.02
H 0.64726 -4.30883 1.80490 0.14
H -1.22352 -5.34304 4.63102 0.42
H -2.01694 -5.26148 3.05795 0.27
H -2.72656 -4.43203 4.44727 0.30
H 0.27827 -2.88681 5.77110 0.40
H -1.17292 -1.88670 5.64849 0.26
H 0.31562 -1.37913 4.84748 0.27
H -1.94418 0.52347 4.78643 0.24
H -3.56649 1.17882 5.05175 0.46
H -2.64487 1.62942 3.61267 0.05
H -3.42594 -2.22563 5.34349 0.26
H -4.55012 -2.83675 4.12548 0.28
H -5.03431 -1.51374 5.18678 0.43
H -4.93714 0.56666 1.62459 0.21
H -5.86674 0.22753 3.08758 0.41
H -5.56077 -1.05670 1.92157 0.22
H -0.79265 -3.84372 -0.71777 -0.10
H -2.12422 -4.98023 -0.94261 0.44
H -1.27069 -4.91753 0.60173 0.24
H -2.54452 -1.48578 -1.54502 -0.19
H -4.14719 -1.24839 -0.82735 0.31
H -3.84259 -2.63696 -1.87546 0.43
H -4.11982 -4.55296 1.90798 0.25
H -4.81055 -4.56252 0.28311 0.39
H -5.15699 -3.22553 1.38198 0.26
C 1.20812 2.34105 -4.12651 -1.73
H 1.33646 1.49187 -4.79022 0.49
H 2.01839 3.05938 -4.14536 0.51
```

Values from the calculation:
Total charge ... 0
2S+1 ... 5
Kohn-Sham gap (spin up / spin down) ... 6.0 / 5.4 eV
Largest force on an atom ... 0.0098 hartree/bohr
Relative energy (zero: lowest compared OMol25 entry of this formula, charge and spin) ... 0.0 kcal/mol
E_HOMO (spin up / spin down) ... -6.175 / -7.564 eV
LUMO energy (spin up / spin down) ... -0.2 / -2.2 eV